Record 1
# C4H4F3N3O2

A single C4H4F3N3O2 molecule (ωB97M-V/def2-TZVPD, OMol25).

Last column: Mulliken charge in e.
Element x y z (Å)
F: 3.57 1.23 0.43  -0.26
F: 2.80 0.17 -1.41  -0.27
F: 3.25 -0.94 0.39  -0.23
O: 0.65 -0.10 1.49  -0.53
O: -0.98 3.12 0.16  -0.56
N: -0.46 -1.58 -0.14  -0.55
N: 0.97 1.88 0.19  -0.19
N: -0.95 0.84 -0.11  -0.21
C: 2.74 0.20 0.01  0.72
C: -0.12 -0.26 0.30  0.40
C: -0.37 2.11 0.19  0.12
C: 1.27 0.50 0.36  0.38
H: 0.09 -2.33 0.37  0.30
H: -1.99 0.70 -0.04  0.28
H: 1.55 2.69 -0.32  0.36
H: -0.39 -1.66 -1.14  0.26

Results
lowest unoccupied orbital energy: 0.5564 eV
frontier orbital gap: 9.9 eV
max |F|: 4.07 eV/A
M: 183.1 Da
HOMO: -9.4 eV
SMILES: N[C@]12NC(=O)N[C@@]1(C(F)(F)F)O2

Record 2
# C4H4F4O

A single C4H4F4O molecule (ωB97M-V/def2-TZVPD, OMol25).

Last column: Mulliken charge in e.
Element x y z (Å)
F: -0.08 2.36 0.96  -0.35
F: -0.09 -1.83 1.38  -0.33
F: 1.66 0.25 1.39  -0.34
F: -2.50 0.14 0.25  -0.35
O: 1.80 0.08 -0.90  -0.50
C: -0.24 -0.91 0.34  0.00
C: 0.92 0.13 0.15  0.67
C: -0.18 1.17 0.12  -0.10
C: -1.19 0.20 0.71  -0.20
H: -0.44 -1.43 -0.57  0.38
H: -1.22 0.20 1.74  0.41
H: -0.40 1.43 -0.90  0.38
H: 2.58 -0.25 -0.56  0.32

Results
lowest unoccupied orbital energy: 0.6386 eV
frontier orbital gap: 12.1 eV
max |F|: 4.12 eV/A
M: 144.1 Da
HOMO: -11.5 eV
SMILES: O[C@@]1(F)[C@H](F)[C@@H](F)[C@@H]1F

Record 3
# C4H4F4O

A single C4H4F4O molecule (ωB97M-V/def2-TZVPD, OMol25).

Last column: Mulliken charge in e.
Element x y z (Å)
F: 2.73 -2.16 -0.58  -0.25
F: 2.84 1.41 -0.99  -0.26
F: 1.47 -0.29 1.88  -0.23
F: 4.14 0.46 0.50  -0.26
O: 0.65 1.10 0.32  -0.23
C: 1.70 0.54 0.89  0.05
C: 2.93 0.37 -0.10  1.20
C: -0.64 0.49 0.58  -0.70
C: 2.58 -0.84 -0.94  -0.59
H: -0.97 0.79 1.61  0.29
H: -0.68 -0.61 0.39  0.33
H: 1.81 -0.67 -1.64  0.38
H: -1.20 0.88 -0.32  0.25

Results
lowest unoccupied orbital energy (alpha / beta): 0.4752 / -0.0954 eV
frontier orbital gap (alpha / beta): 9.3 / 7.8 eV
max |F|: 2.91 eV/A
M: 144.1 Da
HOMO (alpha / beta): -8.8 / -7.9 eV

Record 4
# C4H4F5N

2 unconnected molecules or ions with the total composition C4H4F5N (ωB97M-V/def2-TZVPD, OMol25).

Last column: Mulliken charge in e.
Element x y z (Å)
F: 3.18 -0.08 -0.88  -0.23
F: -3.18 -0.60 -0.41  -0.23
F: -1.51 -1.04 -1.85  -0.25
F: -1.16 -1.08 0.34  -0.22
F: 1.22 0.41 -0.40  -0.16
N: -1.64 1.90 0.33  -0.53
C: 2.25 -0.23 0.08  0.53
C: -1.85 -0.45 -0.65  0.80
C: 2.52 -0.75 1.25  -0.77
C: -1.67 1.12 -0.70  -0.15
H: -1.78 1.67 -1.71  0.33
H: 1.80 -0.93 1.97  0.31
H: 3.25 -1.43 1.42  0.32
H: -1.41 1.50 1.23  0.26

Results
lowest unoccupied orbital energy: 0.5428 eV
frontier orbital gap: 11.0 eV
max |F|: 3.49 eV/A
M: 161.1 Da
HOMO: -10.4 eV
SMILES: [H]/N=C\C(F)(F)F.C=C(F)F

Record 5
# C4H4FIO3

A single C4H4FIO3 molecule (ωB97M-V/def2-TZVPD, OMol25).

Last column: Mulliken charge in e.
Element x y z (Å)
I: 0.10 -1.83 -2.12  0.14
F: -0.54 -1.55 1.42  -0.26
O: -0.85 2.68 0.23  -0.49
O: -0.58 0.82 -1.08  -0.34
O: -1.26 0.57 1.01  -0.30
C: 0.08 -0.35 -0.58  0.38
C: -0.96 -0.70 0.47  -0.10
C: 1.44 -0.05 0.03  -1.23
C: -0.90 1.49 0.09  0.65
H: 1.46 -0.41 1.04  0.34
H: 2.20 -0.57 -0.52  0.40
H: 1.67 1.00 -0.02  0.34
H: -1.87 -1.11 0.04  0.48

Results
lowest unoccupied orbital energy: -0.0326 eV
frontier orbital gap: 10.3 eV
max |F|: 1.80 eV/A
M: 246.0 Da
HOMO: -10.4 eV
SMILES: C[C@]1(I)OC(=O)O[C@@H]1F

Record 6
# C4H4FN

2 unconnected molecules or ions with the total composition C4H4FN (ωB97M-V/def2-TZVPD, OMol25).

Last column: Mulliken charge in e.
Element x y z (Å)
F: -2.49 -1.27 -0.56  -0.52
N: -1.81 1.31 -0.02  -0.39
C: 0.09 0.17 0.09  0.43
C: -1.37 0.19 -0.08  0.43
C: 1.16 -0.82 -0.07  -0.94
C: -0.13 1.45 0.25  -0.20
H: 0.89 -1.83 0.27  0.30
H: 2.16 -0.70 0.39  0.33
H: 0.22 2.22 0.90  0.32
H: 1.28 -0.73 -1.16  0.24

Results
lowest unoccupied orbital energy: -0.8687 eV
frontier orbital gap: 9.4 eV
max |F|: 5.25 eV/A
M: 85.1 Da
HOMO: -10.3 eV

Record 7
# C4H4FN3

A single C4H4FN3 molecule (ωB97M-V/def2-TZVPD, OMol25).

Last column: Mulliken charge in e.
Element x y z (Å)
F: -0.37 2.79 -0.72  -0.25
N: 0.18 -1.02 0.25  -0.13
N: -2.18 -1.25 0.27  -0.64
N: -1.26 0.81 -0.23  -0.53
C: 1.15 1.08 -0.26  -0.48
C: -0.21 1.51 -0.39  0.72
C: -1.15 -0.53 0.11  0.39
C: 1.29 -0.24 0.08  -0.24
H: 0.28 -1.98 0.51  0.19
H: 2.23 -0.70 0.22  0.37
H: 1.98 1.74 -0.39  0.40
H: -1.94 -2.21 0.54  0.20

Results
lowest unoccupied orbital energy: 0.4549 eV
frontier orbital gap: 9.2 eV
max |F|: 1.29 eV/A
M: 113.1 Da
HOMO: -8.8 eV
SMILES: [H]/N=c1/nc(F)cc[nH]1

Record 8
# C4H4FNO

2 unconnected molecules or ions with the total composition C4H4FNO (ωB97M-V/def2-TZVPD, OMol25).

Last column: Mulliken charge in e.
Element x y z (Å)
F: 0.08 -0.10 2.95  -0.24
O: -0.06 -2.66 0.95  -0.32
N: -0.92 -1.62 0.65  -0.33
C: 0.68 0.72 2.16  0.19
C: -0.75 -0.84 -0.27  0.62
C: 1.27 1.50 1.48  -0.29
C: -0.78 0.10 -1.17  -0.79
H: -0.45 -3.07 1.75  0.37
H: 1.78 2.17 0.86  0.35
H: -0.29 1.04 -1.00  0.19
H: -1.29 -0.05 -2.10  0.26

Results
lowest unoccupied orbital energy: 0.6799 eV
frontier orbital gap: 10.0 eV
max |F|: 1.54 eV/A
M: 101.1 Da
HOMO: -9.3 eV
SMILES: C=C=NO.C#CF

Record 9
# C4H4GaO3

A molecular structure, C4H4GaO3 (ωB97M-V/def2-TZVPD, OMol25).

Last column: Löwdin spin population.
Element x y z (Å)
Ga: 1.24 -1.66 -1.38  0.62
O: 0.58 -0.44 -0.21  0.16
O: 1.96 1.34 0.28  0.01
O: 2.46 -0.23 -1.27  0.18
C: -1.75 0.60 -0.59  0.00
C: 1.78 0.34 -0.36  0.03
C: -0.43 -0.43 1.40  0.00
C: -0.78 0.39 0.31  0.00
H: -1.15 -1.19 1.69  0.00
H: 0.37 -0.11 2.07  0.00
H: -1.51 0.61 -1.66  0.00
H: -2.78 0.77 -0.27  0.00

Results
lowest unoccupied orbital energy (alpha / beta): -12.1091 / -13.1454 eV
frontier orbital gap (alpha / beta): 8.5 / 7.5 eV
max |F|: 7.04 eV/A
M: 169.8 Da
HOMO (alpha / beta): -20.6 / -20.7 eV
spin multiplicity: 2
net charge: +2

Record 10
# C4H4GdLiO5

A molecular structure, C4H4GdLiO5 (ωB97M-V/def2-TZVPD, OMol25).

Last column: Löwdin spin population.
Element x y z (Å)
Gd: 1.94 0.62 -1.90  7.85
O: -0.10 -0.46 -0.97  0.05
O: 1.66 -0.69 3.72  0.00
O: -0.03 -1.29 2.44  0.00
O: 0.63 1.22 0.20  0.06
O: 0.03 0.79 3.26  0.00
C: -0.23 0.28 0.03  0.02
C: 0.57 -0.36 3.25  0.00
C: -1.35 -1.04 1.95  0.00
C: -1.46 0.16 0.99  0.00
Li: 0.69 1.98 1.96  0.01
H: -1.65 1.12 1.47  0.00
H: -2.34 -0.01 0.36  0.00
H: -1.63 -1.96 1.44  0.00
H: -2.04 -0.88 2.79  0.00

Results
lowest unoccupied orbital energy (alpha / beta): -5.6468 / -6.3872 eV
frontier orbital gap (alpha / beta): 5.5 / 4.8 eV
max |F|: 2.81 eV/A
M: 296.3 Da
HOMO (alpha / beta): -11.1 / -11.1 eV
spin multiplicity: 9
net charge: +1

Record 11
# C4H4I2

A single C4H4I2 molecule (ωB97M-V/def2-TZVPD, OMol25).

Last column: Mulliken charge in e.
Element x y z (Å)
I: 2.27 1.24 -0.30  0.03
I: -0.55 0.81 2.43  0.12
C: -0.81 -0.21 0.68  -0.13
C: 0.34 -1.17 0.07  -0.45
C: 0.63 0.01 -0.89  -0.18
C: -0.71 0.67 -0.61  -0.62
H: -1.39 0.38 -1.46  0.21
H: 1.05 -1.47 0.95  0.28
H: 0.00 -1.91 -0.52  0.30
H: -0.83 1.65 -0.33  0.43

Results
lowest unoccupied orbital energy (alpha / beta): -0.7615 / -0.6184 eV
frontier orbital gap (alpha / beta): 7.5 / 7.9 eV
max |F|: 4.96 eV/A
M: 305.9 Da
HOMO (alpha / beta): -8.3 / -8.5 eV

Record 12
# C4H4IN2O2

A molecular structure, C4H4IN2O2 (ωB97M-V/def2-TZVPD, OMol25).

Last column: Mulliken charge in e.
Element x y z (Å)
I: -0.89 2.31 -1.48  0.15
O: -0.84 1.57 1.22  -0.70
O: 1.26 1.38 2.04  -0.74
N: 0.11 0.51 -1.05  -0.56
N: 0.95 -0.63 -3.00  -0.63
C: 0.55 -0.07 -2.07  0.64
C: -0.58 -1.25 0.59  -1.48
C: 0.44 -0.06 0.31  0.48
C: 0.30 1.10 1.33  0.27
H: -1.63 -0.84 0.49  0.32
H: -0.54 -2.11 -0.09  0.34
H: 1.49 -0.40 0.16  0.40
H: -0.62 -1.50 1.54  0.50

Results
lowest unoccupied orbital energy: 2.3983 eV
frontier orbital gap: 7.4 eV
max |F|: 5.37 eV/A
M: 239.0 Da
HOMO: -5.0 eV
net charge: -1